No. 1
Here is a structure of composition C37H59BCaNO7SbSe4 from OMol25. Energies are from ωB97M-V with the def2-TZVPD basis set.

```
111
Properties=species:S:1:pos:R:3:forces:R:3
Ca 0.1956 -0.4384 0.8219 0.9120 -0.0184 -0.9622
C -1.3202 5.0443 -3.7419 -0.0141 -0.0129 -0.0018
C -0.4237 4.0924 -4.5370 -0.0173 -0.0126 0.0254
C -1.1062 3.7939 -5.8778 -0.0173 0.0185 -0.0201
C 0.9105 4.8113 -4.7910 0.0069 0.0012 0.0016
C -0.1518 2.7865 -3.7846 0.0701 -0.0858 -0.0410
C -0.6881 2.5337 -2.5384 0.0176 -0.1300 0.1084
C -0.3652 1.3655 -1.8118 -0.0418 -0.1140 0.2103
N -0.7740 1.0788 -0.5372 -0.5224 0.8096 -0.2391
C -1.7357 1.8056 0.1189 0.5498 0.0481 -0.1488
C -2.8975 2.3368 -0.4651 -0.0309 0.0859 0.1273
C -3.7541 3.1647 0.2436 0.0441 0.0161 0.0761
C -3.4048 3.5236 1.5431 -0.0840 0.0860 -0.0704
C -2.3180 2.9546 2.2151 0.1247 -0.0375 0.0689
C -1.5722 2.0154 1.5189 -0.2814 -0.0227 -0.1949
O -0.6544 1.1432 2.1662 -0.7772 0.6019 0.3952
C -2.0266 3.4835 3.6354 -0.0234 -0.1536 -0.0643
C -3.2657 3.2837 4.5244 0.0139 0.0102 -0.0214
C -1.7076 4.9821 3.5035 0.0060 0.0110 0.0384
C -0.8272 2.8444 4.3482 -0.0116 0.0046 -0.0639
C -5.0758 3.6649 -0.3428 -0.0002 -0.0360 -0.0004
C -5.1339 5.1969 -0.3180 -0.0039 0.0194 -0.0134
C -5.2772 3.2007 -1.7861 0.0002 0.0221 -0.0004
C -6.2266 3.1009 0.5046 -0.0081 0.0142 0.0136
C 0.5926 0.4820 -2.3865 -0.1322 -0.0427 -0.2234
O 1.1100 -0.4985 -1.5793 -0.8558 -0.7363 0.1463
C 1.1060 0.6949 -3.6743 0.1625 -0.1419 0.1386
C 0.7076 1.8428 -4.3527 -0.0988 0.0846 -0.0840
C 2.2026 -0.2111 -4.2619 -0.0139 0.0008 0.0141
C 2.4391 0.0819 -5.7503 -0.0158 0.0150 0.0280
C 3.5089 0.0798 -3.5043 0.0001 -0.0287 0.0309
C 1.8793 -1.7107 -4.1462 -0.0373 0.1048 -0.0458
H -1.4458 5.9791 -4.2966 -0.0175 -0.0311 0.0029
H -2.3105 4.6132 -3.5725 0.0393 0.0166 0.0148
H -0.8807 5.2817 -2.7705 -0.0294 0.0142 -0.0299
H -1.2481 4.7177 -6.4502 -0.0025 -0.0287 0.0174
H -0.5128 3.1044 -6.4805 -0.0120 0.0254 0.0120
H -2.0849 3.3365 -5.7125 0.0321 -0.0033 -0.0096
H 0.7401 5.7815 -5.2708 -0.0005 -0.0363 -0.0029
H 1.4310 4.9779 -3.8449 -0.0011 0.0107 -0.0339
H 1.5666 4.2209 -5.4329 -0.0160 0.0148 0.0250
H -1.3320 3.2553 -2.0618 -0.0206 0.0222 -0.0123
H -3.1072 2.0459 -1.4832 0.0186 0.0258 -0.0248
H -4.0138 4.2481 2.0718 0.0044 -0.0654 -0.0031
H -4.0742 3.9651 4.2503 0.0076 -0.0412 -0.0025
H -3.6308 2.2607 4.4212 0.0144 0.0084 0.0549
H -3.0117 3.4637 5.5743 -0.0165 0.0363 -0.0367
H -2.5187 5.5271 3.0198 0.0122 -0.0024 0.0178
H -1.5341 5.4207 4.4920 -0.0139 -0.0206 -0.0269
H -0.8059 5.1181 2.9018 -0.0170 0.0227 0.0168
H -1.0285 1.8152 4.6493 0.0209 0.0258 0.0321
H 0.0694 2.8512 3.7306 -0.0057 -0.0107 0.0145
H -0.6204 3.4188 5.2562 -0.0350 -0.0269 0.0087
H -4.3325 5.6226 -0.9271 -0.0148 -0.0088 0.0258
H -6.0934 5.5403 -0.7188 0.0319 0.0133 0.0033
H -5.0340 5.5879 0.6963 0.0109 -0.0082 -0.0307
H -4.4707 3.5524 -2.4342 -0.0304 -0.0138 0.0033
H -5.3167 2.1114 -1.8490 0.0165 0.0347 -0.0243
H -6.2210 3.5980 -2.1711 0.0202 -0.0154 0.0111
H -6.1444 3.4268 1.5436 -0.0156 -0.0089 -0.0335
H -7.1943 3.4326 0.1120 0.0330 -0.0176 0.0045
H -6.1999 2.0089 0.4952 -0.0153 0.0310 0.0067
H 1.0922 2.0302 -5.3440 0.0536 0.0002 -0.0004
H 2.8389 1.0854 -5.9152 -0.0258 -0.0014 -0.0060
H 3.1700 -0.6320 -6.1364 -0.0084 0.0225 0.0089
H 1.5177 -0.0292 -6.3285 0.0379 -0.0026 -0.0007
H 3.7854 1.1330 -3.6095 0.0102 -0.0202 -0.0116
H 3.3955 -0.1439 -2.4427 0.0152 0.0011 -0.0383
H 4.3193 -0.5399 -3.9027 -0.0248 0.0195 0.0183
H 0.8415 -1.9273 -4.4052 0.0171 -0.0229 -0.0110
H 2.5207 -2.2876 -4.8160 -0.0044 0.0076 0.0129
H 2.0759 -2.0852 -3.1445 0.0837 -0.0182 -0.0939
O -1.3263 -2.1500 -0.6845 -0.0685 0.3897 -0.0887
O -1.3767 -1.8458 0.7195 -1.0904 -1.2315 -0.0434
C 3.8710 -1.7399 0.3225 -0.0630 0.1053 -0.0618
C 3.0339 -1.5794 1.5925 0.1785 0.1648 0.1987
C 2.4424 -2.9336 2.0066 -0.1033 0.1379 0.0590
O 2.0530 -0.6178 1.4442 2.3689 -0.6029 0.7395
H 4.6034 -2.5474 0.4171 0.0148 0.0416 -0.0146
H 4.3891 -0.8025 0.0999 -0.0135 -0.0212 -0.0183
H 3.2176 -1.9734 -0.5223 0.0458 -0.0421 0.0096
H 3.7363 -1.2795 2.3979 0.0619 -0.0384 0.0386
H 1.6521 -3.2212 1.3079 0.0518 -0.0756 -0.0306
H 1.9917 -2.8468 3.0006 0.0049 -0.0275 -0.0202
H 3.1949 -3.7269 2.0168 -0.0184 -0.0046 0.0392
C -1.1172 -1.7517 5.5860 0.0660 0.0727 0.0065
C -1.5168 -1.7698 4.1170 -0.0237 -0.1355 0.1432
C -1.3605 -3.1787 3.5724 0.0891 0.0497 -0.1148
O -0.5717 -0.9039 3.4380 -0.0124 0.2490 -0.4697
B -1.2681 0.1339 2.8839 -0.8071 0.3791 1.0560
O -2.6076 0.1227 3.1581 0.0076 0.0066 0.0226
C -2.9292 -1.1154 3.8247 -0.0073 -0.0509 -0.0105
C -3.7276 -0.7572 5.0688 0.0017 0.0394 0.0427
C -3.8008 -1.9240 2.8761 0.0837 0.0573 -0.1607
H -0.0826 -2.0884 5.6559 -0.0172 -0.0125 0.0239
H -1.7472 -2.4286 6.1666 0.0201 0.0340 0.0112
H -1.1762 -0.7501 6.0137 0.0083 -0.0102 0.0031
H -0.3702 -3.5545 3.8344 -0.0221 -0.0131 -0.0005
H -1.4425 -3.1846 2.4852 -0.0244 -0.0390 0.0279
H -2.1146 -3.8399 4.0058 0.0472 0.0012 0.0042
H -3.1827 -0.0691 5.7149 -0.0145 -0.0181 0.0096
H -3.9843 -1.6540 5.6381 -0.0078 0.0492 -0.0197
H -4.6507 -0.2652 4.7563 0.0026 -0.0392 0.0171
H -3.2624 -2.1268 1.9489 -0.0328 -0.0189 0.0049
H -4.6833 -1.3275 2.6362 -0.0180 -0.0363 0.0241
H -4.1170 -2.8646 3.3312 -0.0091 0.0308 -0.0026
Se -0.2431 -6.4777 -0.3049 0.0833 0.5545 -0.1987
Sb 0.7318 -5.1922 -2.0954 0.3365 -1.6412 -0.7043
Se 3.1339 -4.9946 -2.1206 -0.4525 0.2221 0.1164
Se -0.3481 -5.2767 -4.2535 0.0927 0.1797 0.4255
Se 0.2948 -2.2984 -1.3468 0.1674 0.9650 -0.1713
```
Forces are in eV/Å.

- E_tot: -12575.370023 Ha
- Highest occupied orbital energy: -0.0739 Ha
- Net charge: -2
- Gap between HOMO and LUMO: 0.1850 Eh
- Energy above the lowest of the compared OMol25 structures with the same formula, charge and spin: 1.948 eV
- M: 1118.369 g/mol
- Spin multiplicity: 1

Here are the Mulliken charges for atoms 1 to 2, given in e:
1. Ca 2.524
2. C -2.075

***

No. 2
Here is a structure of composition C6H9N from OMol25. Energies are from ωB97M-V with the def2-TZVPD basis set.

```
16
Properties=species:S:1:pos:R:3:forces:R:3
C -0.3787 0.1743 2.0033 0.0156 -0.0667 -0.0013
C 0.0540 0.0057 0.5892 0.0162 -0.0666 0.2916
C -0.4265 1.2138 -1.3388 -0.2381 0.2215 -0.1424
C -0.7877 -0.0539 -0.6475 0.0927 -0.0048 0.0568
C 0.2984 -1.1280 -0.9896 -0.2072 -0.3649 -0.4802
N 1.4987 -0.4792 -1.2565 -0.0187 -0.1842 -0.0333
C 1.2682 -0.5836 0.1565 0.2624 0.1080 0.5030
H -1.1124 -0.5959 2.2670 0.0292 0.0425 -0.0368
H -0.8877 1.1380 2.1360 0.0987 -0.1511 -0.2147
H 0.4574 0.1244 2.7081 -0.0888 -0.0369 -0.1685
H -0.7621 2.1142 -0.8240 0.0835 -0.1731 -0.0456
H -0.6381 1.2396 -2.4103 -0.0442 0.0427 0.0693
H -1.7937 -0.4951 -0.5618 0.1789 0.2027 -0.0351
H 0.1441 -2.1881 -1.1573 -0.0777 0.0974 0.1656
H 1.0683 0.5738 -1.4734 -0.1040 0.1623 0.0689
H 1.9977 -1.0601 0.7992 0.0016 0.1712 0.0029
```
Forces are in eV/Å.

- E_tot: -288.560329 Ha
- Highest occupied orbital energy: -0.2510 Ha
- Gap between HOMO and LUMO: 0.2640 Eh
- Energy above the lowest of the compared OMol25 structures with the same formula, charge and spin: 6.033 eV
- M: 95.145 g/mol
- Spin multiplicity: 1

Here are the natural (NBO) charges for atoms 1 to 2, given in e:
1. C -0.680
2. C 0.270

***

No. 3
Here is the molecule C12F26 from OMol25. Energies are from ωB97M-V with the def2-TZVPD basis set.

```
38
Properties=species:S:1:pos:R:3:forces:R:3
F 1.0660 -4.5135 -3.2671 -0.2989 0.4337 1.0814
C 1.4132 -4.6659 -1.9699 1.3389 -1.5772 -1.6426
F 2.7169 -4.3126 -1.8925 -1.0270 0.1771 0.4570
F 1.3837 -6.0275 -1.7830 -0.5005 1.7608 0.4704
C 0.5050 -3.8523 -0.9545 -0.7460 -0.9478 0.0632
F -0.7113 -4.4850 -0.8860 0.2659 0.0259 -0.5661
C 1.0859 -4.0137 0.4597 1.4761 -0.2266 1.9717
F 0.2825 -3.6674 1.4847 -0.0239 -0.2497 -1.2500
F 1.4439 -5.3270 0.7121 -0.3116 2.0075 -0.6584
F 2.1646 -3.1983 0.5537 -0.3366 -0.9189 -0.0560
C 0.2431 -2.3736 -1.4353 0.7007 0.1782 -1.1298
F 1.4317 -1.7266 -1.6180 -0.8274 -0.5775 0.1336
F -0.3767 -2.4671 -2.6597 0.4696 0.0861 1.2785
C -0.6433 -1.5003 -0.4930 -0.0370 0.1363 0.7425
F -1.6257 -2.2632 0.0077 -0.1361 0.1468 -0.3011
F 0.0982 -1.0775 0.5741 -0.1232 -0.1747 -1.0260
C -1.2689 -0.2493 -1.2051 -0.2085 -0.1610 -2.3582
F -0.3131 0.4189 -1.9252 -0.7595 -0.6449 0.8905
F -2.1907 -0.7098 -2.1661 1.1408 0.6121 1.8396
C -2.0652 0.7348 -0.2940 -0.9770 0.4798 -0.0910
F -2.7795 1.5642 -1.0965 0.6146 -0.2448 0.1051
F -2.9724 -0.0313 0.3480 0.4237 0.2998 0.3500
C -1.3353 1.6718 0.7592 -0.1880 -0.1796 1.7173
F -0.9077 0.8960 1.8128 -0.1139 0.7426 -1.3745
F -2.2942 2.4983 1.3371 1.2418 -0.8750 -1.4991
C -0.1137 2.5073 0.1527 0.9334 -0.0595 -0.1214
F 0.9565 1.6441 -0.0313 -1.5010 0.6865 0.1325
F -0.4802 3.0114 -1.0608 0.2306 -0.6322 1.0140
C 0.5253 3.7368 0.9494 0.0426 0.0391 -0.4998
F 1.4303 4.2917 0.0677 -0.7076 -0.2678 0.3362
C -0.5221 4.8394 1.2944 -0.8079 1.7263 0.9035
F 0.1360 6.0228 1.4675 -0.6639 -1.2340 -0.3727
F -1.4494 5.0137 0.3282 0.9911 -0.2646 0.5443
F -1.2087 4.6044 2.4506 1.0229 -0.1256 -1.0655
C 1.3730 3.3537 2.1875 1.9507 -0.7442 1.6090
F 2.4911 2.6044 1.8791 -1.3898 1.4557 -0.2294
F 1.8175 4.4640 2.8759 -0.7714 -1.3995 -1.2648
F 0.6939 2.5844 3.0360 -0.3866 0.5110 -0.1335
```
Forces are in eV/Å.

- E_tot: -3053.804097 Ha
- Highest occupied orbital energy: -0.4816 Ha
- Gap between HOMO and LUMO: 0.5015 Eh
- Energy above the lowest of the compared OMol25 structures with the same formula, charge and spin: 0.000 eV
- M: 638.080 g/mol
- Spin multiplicity: 1
- SMILES: FC(F)(F)C(F)(C(F)(F)F)C(F)(F)C(F)(F)C(F)(F)C(F)(F)C(F)(F)C(F)(F)C(F)(C(F)(F)F)C(F)(F)F

Here are the natural (NBO) charges for atoms 1 to 2, given in e:
1. F -0.299
2. C 0.960